1.
The following is a DFT calculation (the ωB97M-V functional and the def2-TZVPD basis) of a cluster of 2 separate species, C51H46NSi in total at a distorted geometry.

## Properties
Orbital gap   0.1353 hartree
F_max   0.033 Eh/bohr
Energy above the lowest of the compared OMol25 structures with the same formula, charge and spin   0.00 kJ/mol
LUMO level   -5.14 eV
HOMO energy   -8.8 eV

```
! RIJCOSX wB97M-V def2-TZVPD def2/J DEFGRID3
* xyz 1 1
C -1.61 2.52 0.86
C -0.92 3.14 1.91
C 0.05 2.43 2.63
C 0.33 1.11 2.28
Si 1.64 0.17 3.21
C 2.23 -1.22 2.13
C 3.46 -1.16 1.47
C 3.86 -2.22 0.65
C 3.04 -3.34 0.50
C 1.81 -3.40 1.16
C 1.41 -2.34 1.97
C 3.02 1.29 3.70
C 3.59 2.11 2.71
C 4.67 2.95 3.03
C 5.18 2.96 4.34
C 4.58 2.16 5.32
C 3.50 1.34 5.01
C 0.78 -0.65 4.70
C 1.68 -1.67 5.41
C 0.76 -2.84 5.81
C -0.62 -2.56 5.20
N -0.47 -1.34 4.42
C -1.57 -0.66 3.99
C -2.74 -1.24 3.54
C -3.95 -0.48 3.30
C -5.19 -1.14 3.13
C -6.36 -0.42 2.93
C -6.34 0.98 2.89
C -5.13 1.66 3.06
C -3.96 0.94 3.28
C -0.40 0.47 1.27
C -1.39 1.17 0.58
H -2.33 3.07 0.26
H -1.13 4.18 2.17
H 0.58 2.90 3.47
H 4.11 -0.29 1.61
H 4.82 -2.18 0.14
H 3.36 -4.17 -0.13
H 1.16 -4.27 1.06
H 0.45 -2.38 2.49
H 3.19 2.11 1.70
H 5.11 3.58 2.26
H 6.03 3.60 4.58
H 4.96 2.19 6.35
H 3.01 0.75 5.79
H 0.61 0.24 5.33
H 2.49 -2.03 4.77
H 2.14 -1.16 6.26
H 1.17 -3.78 5.44
H 0.67 -2.92 6.89
H -0.97 -3.38 4.56
H -1.37 -2.42 5.99
H -1.47 0.43 3.97
H -2.81 -2.32 3.46
H -5.21 -2.23 3.19
H -7.31 -0.95 2.82
H -7.27 1.54 2.73
H -5.10 2.75 3.07
H -3.03 1.48 3.47
H -0.21 -0.58 1.04
H -1.97 0.65 -0.18
C 1.63 -2.19 -3.72
C 1.09 -2.66 -2.51
C -0.16 -2.24 -2.08
C -0.92 -1.35 -2.88
C -2.27 -0.96 -2.47
C -2.98 -1.81 -1.60
C -4.04 -1.43 -0.78
C -5.02 -2.38 -0.32
C -6.34 -1.93 -0.03
C -7.36 -2.85 0.18
C -7.09 -4.22 0.14
C -5.78 -4.68 -0.07
C -4.75 -3.77 -0.29
C -2.88 0.25 -3.04
C -4.25 0.29 -3.40
C -4.78 1.42 -4.03
C -3.97 2.54 -4.26
C -2.64 2.55 -3.83
C -2.09 1.41 -3.25
C -0.38 -0.92 -4.12
C 0.88 -1.33 -4.53
H 2.62 -2.51 -4.04
H 1.65 -3.37 -1.90
H -0.57 -2.60 -1.13
H -2.67 -2.86 -1.58
H -4.24 -0.37 -0.61
H -6.53 -0.86 -0.03
H -8.38 -2.49 0.34
H -7.90 -4.94 0.29
H -5.57 -5.75 -0.11
H -3.74 -4.13 -0.48
H -4.88 -0.59 -3.22
H -5.83 1.43 -4.32
H -4.39 3.41 -4.76
H -2.01 3.43 -3.96
H -1.04 1.39 -2.96
H -0.98 -0.26 -4.76
H 1.27 -0.97 -5.48
*
```

2.
The following is a DFT calculation (the ωB97M-V functional and the def2-TZVPD basis) of a structure of composition C51H47BCdClN8PSb.

## Properties
Orbital gap (alpha / beta)   0.3143 / 0.1792 hartree
F_max   0.009 Eh/bohr
Expectation value of S²   0.7549
LUMO level (alpha / beta)   -4.61 / -8.28 eV
HOMO energy (alpha / beta)   -13.2 / -13.2 eV

```
! RIJCOSX wB97M-V def2-TZVPD def2/J DEFGRID3
* xyz 2 2
Cd -0.36 0.14 -0.45
C 3.58 0.37 1.48
C 2.46 -0.39 1.18
N 1.50 0.38 0.68
N 1.98 1.65 0.62
C 3.23 1.66 1.11
B 1.14 2.92 0.15
N 0.70 2.85 -1.36
C 0.89 3.75 -2.34
C 0.13 3.37 -3.43
C -0.51 2.20 -3.03
N -0.18 1.90 -1.78
N -0.20 2.98 0.96
C -0.82 4.02 1.55
C -2.03 3.60 2.05
C -2.10 2.25 1.70
N -1.00 1.88 1.03
N 2.06 4.10 0.37
C 2.18 5.01 1.38
C 3.30 5.75 1.14
C 3.82 5.22 -0.05
N 3.09 4.22 -0.51
H 4.52 0.05 1.91
H 2.31 -1.46 1.28
H 3.80 2.57 1.16
H 1.54 4.59 -2.21
H 0.06 3.87 -4.38
H -1.21 1.58 -3.57
H -0.39 5.00 1.55
H -2.76 4.18 2.58
H -2.89 1.55 1.88
H 1.52 5.04 2.23
H 3.70 6.56 1.74
H 4.71 5.52 -0.59
Cl 2.01 -0.50 -2.29
C 1.36 -1.52 -3.54
C 2.18 -1.81 -4.62
C 1.73 -2.66 -5.61
C 0.47 -3.24 -5.52
C -0.34 -2.94 -4.44
C 0.08 -2.06 -3.44
P -1.11 -1.75 -2.09
C -2.62 -1.21 -2.94
C -2.56 -0.62 -4.20
C -3.72 -0.14 -4.80
C -4.94 -0.25 -4.16
C -5.01 -0.85 -2.90
C -3.85 -1.32 -2.30
C -1.39 -3.43 -1.47
C -2.46 -4.23 -1.87
C -2.51 -5.56 -1.47
C -1.49 -6.10 -0.72
C -0.41 -5.32 -0.34
C -0.37 -3.98 -0.69
H 3.17 -1.37 -4.67
H 2.37 -2.88 -6.45
H 0.13 -3.92 -6.28
H -1.32 -3.39 -4.38
H -1.61 -0.54 -4.72
H -3.66 0.32 -5.78
H -5.84 0.12 -4.63
H -5.96 -0.96 -2.41
H -3.92 -1.81 -1.33
H -3.25 -3.82 -2.48
H -3.35 -6.17 -1.78
H -1.52 -7.15 -0.44
H 0.41 -5.75 0.23
H 0.49 -3.37 -0.41
C 1.12 -4.40 3.01
C -0.34 -4.78 3.03
C -0.70 -6.10 3.26
C -2.03 -6.50 3.26
C -3.04 -5.57 3.02
C -2.72 -4.25 2.79
C -1.37 -3.86 2.84
Sb -0.95 -1.82 2.71
C -0.01 -1.38 4.53
C 0.02 -2.43 5.46
C 0.63 -2.23 6.69
C 1.22 -1.00 6.96
C 1.18 0.03 6.03
C 0.58 -0.14 4.79
C 0.54 1.03 3.84
C -2.87 -0.96 2.54
C -3.36 -0.84 1.24
C -4.62 -0.31 1.01
C -5.38 0.09 2.10
C -4.89 -0.04 3.39
C -3.63 -0.57 3.65
C -3.16 -0.69 5.08
H 1.73 -5.21 2.62
H 1.49 -4.17 4.01
H 1.30 -3.52 2.38
H 0.08 -6.84 3.44
H -2.28 -7.54 3.43
H -4.08 -5.88 3.01
H -3.50 -3.52 2.61
H -0.46 -3.37 5.25
H 0.64 -3.02 7.42
H 1.72 -0.84 7.91
H 1.63 0.98 6.27
H 1.53 1.47 3.73
H -0.14 1.80 4.21
H 0.19 0.75 2.84
H -2.77 -1.17 0.40
H -5.00 -0.21 0.00
H -6.37 0.52 1.94
H -5.51 0.27 4.23
H -3.96 -0.40 5.76
H -2.30 -0.04 5.27
H -2.87 -1.71 5.32
*
```

3.
The following is a DFT calculation (the ωB97M-V functional and the def2-TZVPD basis) of a structure of composition C51H50AsBaGeN3O6S2 at a distorted geometry.

## Properties
Orbital gap   0.2363 hartree
F_max   0.038 Eh/bohr
Energy above the lowest of the compared OMol25 structures with the same formula, charge and spin   273.25 kJ/mol
LUMO level   -0.57 eV
HOMO energy   -7.0 eV

```
! RIJCOSX wB97M-V def2-TZVPD def2/J DEFGRID3
* xyz 0 1
Ba 0.08 -0.36 -1.47
C -2.12 5.98 1.34
C -2.42 5.30 2.52
C -1.79 4.10 2.82
C -0.85 3.59 1.93
C -0.55 4.26 0.75
C -1.18 5.47 0.46
N -0.16 2.35 2.13
N -0.31 1.86 3.26
C 0.30 0.59 3.43
C 0.84 0.31 4.68
C 1.36 -0.95 4.91
C 1.28 -1.90 3.89
C 0.70 -1.52 2.69
N 0.24 -0.30 2.45
H -2.62 6.91 1.11
H -3.17 5.70 3.19
H -2.03 3.56 3.72
H 0.18 3.83 0.08
H -0.94 5.99 -0.45
H 0.83 1.07 5.45
H 1.79 -1.21 5.86
H 1.62 -2.91 4.04
H 0.58 -2.23 1.88
O 4.35 -2.71 -0.81
S 3.22 -2.27 -1.76
O 2.91 -3.30 -2.68
O 2.15 -1.80 -0.89
C 3.95 -0.87 -2.62
C 5.29 -0.65 -2.29
C 6.06 0.28 -2.96
C 5.51 0.99 -4.00
C 4.19 0.79 -4.34
C 3.37 -0.12 -3.67
S 1.64 0.03 -4.17
O 1.03 -1.23 -3.72
O 1.61 0.29 -5.57
O 1.17 1.15 -3.33
H 5.74 -1.24 -1.50
H 7.09 0.42 -2.67
H 6.11 1.71 -4.56
H 3.74 1.35 -5.15
C -1.56 6.68 -3.55
C -0.51 5.78 -3.45
C -0.73 4.52 -2.89
C -2.00 4.16 -2.45
C -3.05 5.07 -2.57
C -2.83 6.33 -3.11
As -2.22 2.35 -1.76
C -3.96 2.44 -0.93
C -4.25 2.84 0.36
C -5.57 2.77 0.81
C -6.57 2.31 -0.03
C -6.27 1.89 -1.32
C -4.96 1.95 -1.78
C -4.49 1.49 -3.11
C -5.28 1.01 -4.14
C -4.70 0.63 -5.34
C -3.33 0.74 -5.53
C -2.52 1.23 -4.50
C -3.11 1.59 -3.30
H -1.39 7.66 -3.97
H 0.48 6.05 -3.80
H 0.09 3.82 -2.82
H -4.04 4.79 -2.23
H -3.65 7.03 -3.19
H -3.47 3.18 1.02
H -5.80 3.08 1.82
H -7.59 2.24 0.33
H -7.06 1.50 -1.95
H -6.36 0.93 -4.02
H -5.32 0.26 -6.14
H -2.88 0.45 -6.47
H -1.45 1.32 -4.65
C 5.35 -3.01 5.58
C 5.31 -3.50 4.14
C 5.98 -2.53 3.18
C 5.90 -2.94 1.71
Ge 4.07 -2.80 1.06
C 2.82 -4.28 1.25
C 3.05 -5.43 0.26
C 4.42 -6.08 0.33
C 4.73 -6.71 1.69
H 4.90 -3.73 6.27
H 4.80 -2.07 5.69
H 6.37 -2.83 5.91
H 4.27 -3.66 3.85
H 5.80 -4.48 4.07
H 7.03 -2.41 3.47
H 5.52 -1.54 3.31
H 6.28 -3.95 1.55
H 6.49 -2.26 1.10
H 3.53 -1.42 1.41
H 1.82 -3.87 1.11
H 2.88 -4.63 2.28
H 2.87 -5.08 -0.76
H 2.28 -6.19 0.46
H 5.19 -5.34 0.09
H 4.49 -6.84 -0.45
H 4.86 -5.96 2.47
H 5.64 -7.31 1.66
H 3.91 -7.37 2.00
C -2.46 -0.93 -0.28
C -3.54 -1.21 0.22
C -4.82 -1.50 0.80
C -5.99 -1.38 0.05
C -7.22 -1.65 0.61
C -7.32 -2.05 1.93
C -6.17 -2.18 2.69
C -4.93 -1.91 2.14
H -5.90 -1.07 -0.98
H -8.12 -1.55 0.01
H -8.29 -2.27 2.37
H -6.23 -2.50 3.73
H -4.03 -2.00 2.73
*
```

4.
The following is a DFT calculation (the ωB97M-V functional and the def2-TZVPD basis) of a structure of composition C51H51N6NiO3P3Se2.

## Properties
Orbital gap (alpha / beta)   0.2889 / 0.2902 hartree
F_max   0.016 Eh/bohr
LUMO level (alpha / beta)   0.46 / 0.46 eV
HOMO energy (alpha / beta)   -7.4 / -7.4 eV

```
! RIJCOSX wB97M-V def2-TZVPD def2/J DEFGRID3
* xyz 0 1
Ni 1.98 -0.13 -0.13
C 0.87 4.32 -2.65
C 0.91 4.03 -4.12
C 1.21 5.05 -5.03
C 1.21 4.83 -6.40
C 0.92 3.56 -6.90
C 0.65 2.53 -6.01
C 0.65 2.76 -4.64
N 0.36 1.66 -3.77
C 1.17 1.24 -2.75
N 2.47 1.61 -2.89
C 3.53 1.60 -1.94
C 3.44 0.99 -0.69
C 4.55 1.15 0.15
C 5.69 1.83 -0.24
C 5.76 2.38 -1.51
C 4.68 2.28 -2.38
C 4.75 2.92 -3.75
N 0.77 0.52 -1.76
C -0.63 0.25 -1.65
C -1.43 1.15 -0.96
C -2.79 0.94 -0.83
C -3.36 -0.20 -1.38
C -2.56 -1.11 -2.06
C -1.18 -0.90 -2.21
C -0.34 -1.89 -2.96
H 0.65 5.37 -2.47
H 1.83 4.09 -2.16
H 0.11 3.72 -2.15
H 1.42 6.04 -4.65
H 1.43 5.64 -7.08
H 0.91 3.38 -7.96
H 0.44 1.53 -6.37
H -0.58 1.30 -3.76
H 2.66 2.11 -3.74
H 4.52 0.70 1.13
H 6.53 1.92 0.44
H 6.65 2.90 -1.84
H 5.73 3.35 -3.92
H 4.01 3.72 -3.87
H 4.57 2.19 -4.55
H -0.95 2.02 -0.50
H -3.40 1.66 -0.29
H -4.42 -0.38 -1.29
H -2.99 -2.01 -2.47
H -0.85 -2.85 -3.04
H 0.61 -2.06 -2.45
H -0.12 -1.53 -3.97
Se -1.92 -3.21 4.45
P -2.67 -2.45 2.63
C -3.62 -3.66 1.66
C -4.11 -4.79 2.30
C -4.88 -5.71 1.60
C -5.17 -5.51 0.26
C -4.68 -4.38 -0.39
C -3.91 -3.46 0.30
C -3.82 -1.06 2.85
C -4.53 -0.55 1.76
C -5.49 0.43 1.94
C -5.72 0.94 3.21
C -5.01 0.45 4.30
C -4.07 -0.55 4.12
C -1.36 -1.89 1.52
C -0.42 -0.87 1.54
N 0.46 -1.17 0.56
N 0.08 -2.28 -0.03
N -1.01 -2.75 0.53
P 0.05 0.46 2.63
Se 1.67 1.50 1.69
C 0.49 -0.26 4.23
C -0.40 -0.30 5.30
C -0.03 -0.89 6.50
C 1.23 -1.46 6.62
C 2.12 -1.44 5.55
C 1.75 -0.83 4.36
C -1.31 1.61 2.90
C -1.21 2.53 3.94
C -2.14 3.56 4.04
C -3.15 3.68 3.08
C -3.23 2.76 2.04
C -2.31 1.73 1.95
H -3.86 -4.95 3.34
H -5.25 -6.60 2.11
H -5.77 -6.23 -0.28
H -4.88 -4.23 -1.44
H -3.48 -2.62 -0.23
H -4.34 -0.93 0.76
H -6.04 0.81 1.09
H -6.47 1.72 3.36
H -5.19 0.85 5.29
H -3.53 -0.97 4.96
H -1.40 0.12 5.20
H -0.72 -0.92 7.32
H 1.52 -1.93 7.55
H 3.10 -1.89 5.64
H 2.44 -0.80 3.52
H -0.41 2.46 4.67
H -2.07 4.27 4.85
H -3.86 4.48 3.15
H -4.01 2.86 1.30
H -2.37 1.01 1.14
C 2.51 -4.18 0.09
O 3.10 -3.39 -0.95
P 3.40 -1.82 -0.73
O 4.19 -1.58 -2.11
C 3.50 -1.67 -3.35
O 4.60 -1.83 0.33
C 5.87 -2.42 0.03
H 2.56 -5.21 -0.25
H 1.47 -3.89 0.25
H 3.07 -4.08 1.02
H 4.21 -1.40 -4.13
H 2.66 -0.98 -3.38
H 3.15 -2.69 -3.52
H 6.37 -2.57 0.98
H 6.45 -1.75 -0.60
H 5.75 -3.39 -0.47
*
```